C45H99O30P3 | ωB97M-V/def2-TZVPD

Results
- Kohn-Sham gap: 10.40 eV
- Structure (SMILES): COP(=O)(OC)OC.COP(=O)(OC)OC.COP(=O)(OC)OC.CCOC(C)=O.CCOC(C)=O.CCOC(C)=O.CCOC(C)=O.CCOC(C)=O.CCOC(C)=O.CCOC(C)=O.CCOC(C)=O.CCOC(C)=O
- Charge: 0
- LUMO energy: 0.0154 Eh
- Energy above the lowest of the compared OMol25 structures with the same formula, charge and spin: 0.0 kcal per mole

Last column: Löwdin charge in e.
CARTESIAN COORDINATES (ANGSTROEM)
1 C 18.49312 -14.87555 -7.43313  -0.07
2 O 17.81359 -13.69384 -7.88520  -0.25
3 P 18.56716 -12.52306 -8.71589  0.40
4 O 19.41137 -13.03887 -9.79853  -0.22
5 O 17.32976 -11.59550 -9.09896  -0.21
6 C 16.22568 -12.13905 -9.80302  -0.10
7 O 19.32156 -11.65075 -7.60334  -0.20
8 C 18.67950 -11.17476 -6.44144  -0.11
9 H 19.57300 -14.82823 -7.54808  0.10
10 H 18.00652 -15.70186 -7.94720  0.07
11 H 18.27631 -15.02739 -6.37408  0.06
12 H 16.53310 -12.70328 -10.68632  0.09
13 H 15.60274 -11.31958 -10.15492  0.09
14 H 15.60396 -12.81291 -9.21502  0.07
15 H 17.79715 -11.76814 -6.18148  0.08
16 H 18.22318 -10.21065 -6.68693  0.08
17 H 19.37751 -11.09182 -5.61815  0.08
18 C 13.23660 -14.81070 2.07281  -0.09
19 O 12.21138 -15.62542 1.49892  -0.22
20 P 11.62678 -16.89295 2.27933  0.39
21 O 10.61098 -17.57430 1.46337  -0.22
22 O 11.15067 -16.25351 3.65754  -0.20
23 C 10.72819 -17.03727 4.74362  -0.12
24 O 12.86702 -17.78663 2.70761  -0.20
25 C 13.28859 -18.93075 1.98044  -0.07
26 H 13.50988 -15.11204 3.08348  0.08
27 H 12.84092 -13.79781 2.18372  0.09
28 H 14.07497 -14.71549 1.38990  0.07
29 H 10.59669 -18.09883 4.51107  0.09
30 H 9.70906 -16.76799 5.04003  0.09
31 H 11.33517 -16.94682 5.64306  0.09
32 H 13.06803 -19.80874 2.59658  0.09
33 H 14.36985 -18.93423 1.84840  0.08
34 H 12.77669 -19.03460 1.02886  0.06
35 C 19.08564 -15.16641 -1.02457  -0.09
36 O 17.84703 -14.98389 -1.70054  -0.22
37 P 17.68064 -13.78084 -2.73939  0.42
38 O 18.61185 -13.86863 -3.86118  -0.21
39 O 17.82101 -12.46555 -1.83115  -0.23
40 C 18.50762 -11.34969 -2.39202  -0.09
41 O 16.11793 -13.75610 -3.10783  -0.20
42 C 15.14454 -13.70871 -2.06296  -0.07
43 H 19.81646 -14.41253 -1.31817  0.03
44 H 19.53640 -16.15144 -1.13656  0.08
45 H 18.90206 -15.04087 0.04764  0.09
46 H 18.08954 -10.41404 -2.02532  0.06
47 H 18.44987 -11.26816 -3.47962  0.06
48 H 19.58205 -11.41377 -2.21064  0.09
49 H 14.45625 -14.55922 -2.08966  0.09
50 H 14.54796 -12.81844 -2.25956  0.08
51 H 15.53651 -13.73693 -1.04511  0.06
52 O 20.94640 -13.51162 -0.54896  0.06
53 C 21.47601 -12.46618 -0.28678  -0.51
54 O 20.95201 -11.51769 0.47466  0.03
55 C 19.62395 -11.70830 0.93900  -0.22
56 C 19.16933 -10.47658 1.72760  -0.03
57 C 22.90062 -12.17973 -0.68884  0.04
58 H 19.50774 -12.58768 1.57887  0.10
59 H 18.93155 -11.85032 0.10532  0.11
60 H 19.73829 -10.31425 2.64140  0.09
61 H 18.11620 -10.47887 2.01052  0.07
62 H 19.25336 -9.62762 1.04590  0.06
63 H 22.92523 -11.90141 -1.74415  0.10
64 H 23.46934 -13.10090 -0.59688  0.07
65 H 23.30914 -11.36543 -0.09661  0.09
66 O 12.53585 -12.22199 0.03143  0.07
67 C 11.52990 -12.51304 -0.57924  -0.52
68 O 10.56270 -11.67151 -0.89983  0.00
69 C 10.67254 -10.30658 -0.47922  -0.21
70 C 9.73943 -9.48097 -1.37574  -0.05
71 C 11.29401 -13.89317 -1.13164  0.04
72 H 11.70107 -9.95468 -0.53294  0.11
73 H 10.32566 -10.24244 0.55434  0.13
74 H 8.78772 -9.98144 -1.51498  0.08
75 H 10.26806 -9.35145 -2.32070  0.07
76 H 9.66550 -8.50387 -0.89886  0.08
77 H 11.88342 -14.13805 -2.01717  0.08
78 H 10.26587 -13.98643 -1.49100  0.09
79 H 11.40430 -14.69247 -0.40278  0.07
80 O 16.06197 -16.20261 1.27306  0.10
81 C 17.03693 -16.36955 1.95636  -0.54
82 O 17.52303 -15.55353 2.87880  0.02
83 C 16.84991 -14.32483 3.10207  -0.17
84 C 17.12508 -13.27452 2.01867  -0.05
85 C 17.88214 -17.61297 1.82592  0.03
86 H 17.21747 -13.92788 4.04616  0.13
87 H 15.77561 -14.49918 3.17569  0.10
88 H 16.58675 -12.34460 2.19951  0.06
89 H 16.76265 -13.65224 1.06072  0.07
90 H 18.19380 -13.06138 1.97735  0.04
91 H 17.32535 -18.52076 1.62194  0.07
92 H 18.54317 -17.76317 2.67702  0.09
93 H 18.53578 -17.46330 0.96188  0.08
94 O 12.86622 -16.75906 -2.59580  0.10
95 C 12.77748 -17.61747 -1.76188  -0.53
96 O 13.85554 -18.15804 -1.17054  0.00
97 C 15.12065 -17.67017 -1.57694  -0.22
98 C 16.19583 -18.64467 -1.09722  -0.05
99 C 11.49035 -18.29670 -1.42615  0.02
100 H 15.36849 -16.67218 -1.21477  0.10
101 H 15.19944 -17.62408 -2.66619  0.11
102 H 16.19988 -19.56760 -1.67640  0.08
103 H 16.05500 -18.91961 -0.05286  0.05
104 H 17.15271 -18.12648 -1.16471  0.07
105 H 11.60761 -19.19220 -0.81730  0.08
106 H 11.03317 -18.65640 -2.34767  0.10
107 H 10.79819 -17.64937 -0.89452  0.07
108 O 12.21471 -13.74674 -5.20004  0.12
109 C 12.99393 -12.84835 -5.04149  -0.56
110 O 14.24266 -12.75974 -5.48196  -0.01
111 C 14.70166 -13.62106 -6.53140  -0.19
112 C 15.11491 -14.97323 -5.95840  -0.05
113 C 12.62322 -11.63153 -4.20330  0.03
114 H 15.56866 -13.16745 -7.00428  0.09
115 H 13.92921 -13.73189 -7.29471  0.13
116 H 15.50031 -15.61596 -6.75271  0.08
117 H 14.30129 -15.42558 -5.39230  0.08
118 H 15.93991 -14.87090 -5.25212  0.05
119 H 13.45824 -11.10508 -3.75234  0.06
120 H 11.88565 -12.00604 -3.49320  0.07
121 H 12.03984 -10.95832 -4.83625  0.09
122 O 21.85805 -16.94260 -0.73264  0.09
123 C 22.68342 -16.74000 -1.58751  -0.53
124 O 23.55306 -17.65148 -2.02183  -0.01
125 C 23.73042 -18.85991 -1.27744  -0.21
126 C 25.18263 -19.33042 -1.48422  -0.06
127 C 22.78243 -15.41525 -2.28431  0.04
128 H 23.05239 -19.58691 -1.73058  0.12
129 H 23.47849 -18.75481 -0.22376  0.12
130 H 25.84182 -18.80220 -0.79759  0.07
131 H 25.48399 -19.10082 -2.50239  0.08
132 H 25.16117 -20.39500 -1.25810  0.07
133 H 23.27879 -14.68431 -1.65038  0.06
134 H 21.75086 -15.13555 -2.49538  0.08
135 H 23.29338 -15.45813 -3.24488  0.09
136 O 18.10211 -18.01388 -8.32096  0.09
137 C 18.80778 -18.62626 -7.55581  -0.55
138 O 18.75111 -18.63017 -6.23530  0.01
139 C 17.70323 -17.87169 -5.59896  -0.20
140 C 18.10160 -17.56194 -4.16709  -0.05
141 C 19.87627 -19.53927 -8.10746  0.02
142 H 16.83890 -18.53862 -5.57192  0.13
143 H 17.46742 -16.95312 -6.12673  0.08
144 H 17.23314 -17.08524 -3.71292  0.06
145 H 18.96728 -16.90153 -4.14349  0.08
146 H 18.31010 -18.52803 -3.70550  0.08
147 H 19.80709 -20.54129 -7.68143  0.09
148 H 20.86932 -19.21655 -7.77627  0.09
149 H 19.87815 -19.51277 -9.18975  0.08
150 O 18.16220 -8.97592 -4.18771  0.09
151 C 17.34948 -8.09339 -4.15685  -0.53
152 O 17.65510 -6.78222 -4.15652  -0.02
153 C 19.03263 -6.40344 -4.28430  -0.21
154 C 19.24520 -5.24577 -3.32428  -0.07
155 C 15.88053 -8.32385 -3.97519  0.04
156 H 19.22615 -6.09118 -5.31008  0.13
157 H 19.69230 -7.22777 -4.02195  0.12
158 H 20.14685 -4.66929 -3.55087  0.08
159 H 19.24264 -5.61742 -2.30265  0.07
160 H 18.51412 -4.44481 -3.46085  0.08
161 H 15.69761 -8.05749 -2.93038  0.08
162 H 15.60909 -9.36166 -4.13835  0.09
163 H 15.24572 -7.67640 -4.57666  0.09
164 O 16.10211 -8.33058 1.04931  0.10
165 C 16.55222 -8.62302 -0.03107  -0.54
166 O 16.12249 -9.63241 -0.78490  -0.02
167 C 14.96949 -10.38702 -0.39184  -0.17
168 C 15.47899 -11.66599 0.26304  -0.09
169 C 17.76401 -7.89432 -0.58426  0.02
170 H 14.49652 -10.73323 -1.31522  0.10
171 H 14.19187 -9.87235 0.16470  0.12
172 H 16.24109 -12.14672 -0.35058  0.04
173 H 14.70398 -12.38779 0.51822  0.07
174 H 15.99385 -11.37294 1.18513  0.05
175 H 18.25239 -7.38956 0.24692  0.09
176 H 17.54101 -7.22508 -1.41105  0.07
177 H 18.53994 -8.60740 -0.87729  0.07